1.
This record from the OMol25 dataset describes C6H9N in the gas phase. The level of theory is the ωB97M-V functional and the def2-TZVPD basis.

```
! wB97M-V def2-TZVPD RIJCOSX def2/J DEFGRID3
* xyz 0 1
N 0.90248 1.48242 0.52892
C -0.02369 -0.30346 -0.48466
C -2.49141 -0.65715 -0.25732
C 1.11104 0.28878 -0.01006
C -1.25925 0.26694 -0.09001
C -0.89654 1.48994 0.36431
C 2.35433 -0.53153 0.03953
H -2.50248 -1.43047 0.53229
H 2.30120 -1.18739 0.91836
H -1.04229 2.33768 0.93561
H 1.77409 1.84528 1.00094
H -2.39390 -1.22649 -1.19524
H 3.29359 0.02135 0.06683
H 0.01370 -1.03903 -1.25201
H -3.47474 -0.18157 -0.25573
H 2.33388 -1.17530 -0.84176
*
```

Summary:
**SMILES string**: Cc1c[nH]c(C)c1
**Frontier orbital gap**: 8.469 eV
**HOMO energy**: -7.38 eV
**ΔE to the lowest compared entry with this formula, charge and spin**: 324.5 kJ/mol
**Molar mass**: 95.14 g mol⁻¹
**Max |F|**: 0.0583 hartree/bohr

---

2.
This record from the OMol25 dataset describes 5 unconnected molecules or ions with the total composition C3H14O4. The level of theory is the ωB97M-V functional and the def2-TZVPD basis.

```
! wB97M-V def2-TZVPD RIJCOSX def2/J DEFGRID3
* xyz 0 1
O -1.31850 -0.33965 2.04508
O -2.98219 1.67035 -0.06250
O -2.69362 0.35884 -3.85116
O -0.37241 -2.52878 0.31681
C 2.48364 -0.14935 1.68518
C 2.82998 -0.10041 -0.78754
C 2.60302 0.55643 0.55518
H -1.56837 0.53728 1.79426
H 2.48772 1.62336 0.73061
H 2.24817 -1.02041 -0.76005
H -2.01490 -0.99333 1.99403
H -3.91675 1.46948 -0.28704
H 3.87648 -0.22589 -1.04684
H -2.21946 1.02380 -3.32811
H 2.42017 0.34811 2.64006
H -3.48115 0.26027 -3.31751
H 2.58618 -1.22798 1.60688
H 0.22545 -2.34510 1.03752
H -3.24374 2.20430 0.70973
H 2.37872 0.55475 -1.52088
H -0.32843 -1.67608 -0.15371
*
```

Summary:
**SMILES string**: C=CC.O.O.O.O
**Frontier orbital gap**: 9.677 eV
**HOMO energy**: -9.58 eV
**ΔE to the lowest compared entry with this formula, charge and spin**: 176.2 kJ/mol
**Molar mass**: 114.14 g mol⁻¹
**Max |F|**: 0.0387 hartree/bohr

---

3.
This record from the OMol25 dataset describes a gas-phase ion, C6H13N2O (charge +1). The level of theory is the ωB97M-V functional and the def2-TZVPD basis.

```
! wB97M-V def2-TZVPD RIJCOSX def2/J DEFGRID3
* xyz 1 1
O -2.10324 -0.72211 1.28443
N -0.17896 1.33803 -0.83025
N 0.10514 -0.29779 0.70512
C 1.57824 -2.32985 0.39148
C 0.07862 2.12662 -2.02723
C 0.71138 0.54554 -0.32078
C -1.43337 1.20282 -0.13299
C 0.78155 -1.40141 1.29382
C -1.20067 0.22482 1.03291
H -2.28362 0.73774 -0.71375
H 0.01829 -1.92996 1.76611
H 0.01144 1.55459 -2.94417
H -0.46613 3.00756 -2.13189
H 1.93586 -3.17511 0.93453
H -2.51242 -1.25937 0.55703
H 1.09347 -2.55183 -0.57510
H -1.17780 0.68600 2.00117
H 1.43035 -1.01445 2.07980
H 1.62583 0.27588 -0.75054
H 1.13247 2.40295 -1.84289
H 2.51697 -1.63743 0.06085
H -1.66338 2.21676 0.16234
*
```

Summary:
**SMILES string**: CCN1C=[N+](C)C[C@H]1O
**Frontier orbital gap**: 9.653 eV
**HOMO energy**: -13.62 eV
**ΔE to the lowest compared entry with this formula, charge and spin**: 187.5 kJ/mol
**Molar mass**: 129.18 g mol⁻¹
**Max |F|**: 0.1326 hartree/bohr

---

4.
This record from the OMol25 dataset describes a molecular structure, C28H48N8O8P2S. The level of theory is the ωB97M-V functional and the def2-TZVPD basis.

```
! wB97M-V def2-TZVPD RIJCOSX def2/J DEFGRID3
* xyz 0 1
S -2.88124 3.56920 2.62019
P -3.62046 -0.33185 0.84858
P -3.99264 2.01840 2.30550
O -3.70310 1.30165 0.81368
O -2.09222 -0.84399 0.89380
O -7.13106 0.35273 2.74340
O -7.83176 -1.04885 4.32240
O -4.18660 -0.80649 -0.39499
O -4.49995 -0.84700 2.07536
O 0.17207 -0.36784 6.36035
O -1.96703 -0.57603 6.05099
N 0.55095 0.00060 -4.07728
N 8.61745 3.35876 -11.37300
N 3.93249 0.72048 -6.61023
N 4.89048 1.67728 -1.00909
N -2.18621 -9.09337 0.27381
N 6.86361 3.30548 -5.96535
N -4.10014 -5.19740 3.59236
N 9.91718 5.02610 -3.95558
C -6.64135 -1.38281 5.07663
C 2.46456 0.11812 5.82284
C 6.91757 3.52010 -4.83787
C 3.95276 1.84481 -6.83959
C 9.95727 5.62364 -4.93403
C -4.47102 -2.28638 2.22936
C -1.45770 -0.63534 -2.54687
C -4.59431 -6.01866 2.96077
C 10.00811 6.38418 -6.17378
C 8.54755 3.47348 -10.23349
C -5.81705 -2.63971 2.91635
C -5.22057 -7.05540 2.15484
C -5.75602 -2.49325 4.45631
C 3.97847 3.26943 -7.13214
C -0.33697 -0.27965 -3.40618
C -1.68155 -6.54942 0.03444
C -1.30754 -0.59232 3.20165
C 1.30175 -0.86832 5.62708
C 6.98593 3.78748 -3.40927
C 4.55344 1.31510 -2.04566
C -8.12548 1.42204 4.54968
C 4.12617 0.86317 -3.36216
C -1.96056 -7.97343 0.16610
C -1.19971 -0.07302 1.75634
C -7.64151 0.19286 3.77531
C -0.94974 0.49524 4.25935
C -0.94938 -0.20285 5.61475
C 8.45876 3.62096 -8.78683
H 8.40618 4.67021 -8.49825
H -5.36159 2.35338 2.27254
H -1.33872 1.01153 1.67457
H 3.36501 -0.17627 5.28111
H -0.63736 -1.44669 3.33949
H -2.40793 -0.54422 -3.07100
H 3.26645 1.42916 -3.71843
H -4.47618 -7.71589 1.70804
H 2.14558 1.13436 5.56703
H 2.65004 0.14804 6.90223
H -7.34380 1.72179 5.25480
H -1.50592 0.00892 -1.67100
H 4.91992 0.97554 -4.10026
H -8.31148 2.21997 3.83350
H 9.32574 3.18605 -8.28973
H 6.58505 4.77228 -3.17130
H -0.71430 -6.29609 0.46668
H 10.93961 6.94312 -6.25522
H -5.89140 -7.67381 2.74989
H 0.04191 0.90191 4.02792
H -4.71978 -2.22728 4.70699
H 8.01278 3.75697 -3.04930
H -0.19224 -0.29450 1.39119
H 4.97927 3.60183 -7.39494
H -1.66639 -6.24582 -1.01176
H -6.99246 -1.76283 6.04429
H 9.18741 7.09840 -6.23237
H 6.41395 3.05474 -2.83981
H -6.05292 -0.49034 5.32527
H -2.32227 -0.93938 3.41628
H 9.93942 5.72867 -7.04050
H -2.43695 -5.94934 0.54232
H -6.64718 -2.12914 2.42808
H 1.61542 -1.81728 6.07843
H -1.71155 1.27549 4.25638
H -3.75406 1.07979 3.33413
H -5.95820 -3.70610 2.71512
H -4.40453 -2.80382 1.26656
H -3.65863 -2.64439 2.86997
H 1.09178 -1.08397 4.57560
H 7.57453 3.12894 -8.38744
H -1.37830 -1.66218 -2.19289
H -5.80717 -6.62687 1.34191
H -5.94674 -3.44670 4.95130
H 3.65475 3.85854 -6.27424
H -9.04486 1.17667 5.08891
H 3.31853 3.51548 -7.96429
H 3.83929 -0.18705 -3.35055
*
```

Summary:
**Frontier orbital gap**: 9.474 eV
**HOMO energy**: -9.39 eV
**Molar mass**: 718.75 g mol⁻¹
**Max |F|**: 0.0716 hartree/bohr

---

5.
This record from the OMol25 dataset describes C23H23FN6O3S in the gas phase. The level of theory is the ωB97M-V functional and the def2-TZVPD basis.

```
! wB97M-V def2-TZVPD RIJCOSX def2/J DEFGRID3
* xyz 0 1
S 2.81459 -0.90798 -1.83611
F 2.43130 4.75260 -0.34265
O 1.49056 2.35369 3.01222
O 4.16541 -1.00405 -2.30497
O 1.72900 -1.18019 -2.73138
N -0.12260 -0.21487 0.23428
N -1.23582 3.05762 -0.30271
N 1.16082 0.30510 2.10745
N -0.51031 3.26106 0.71992
N -1.21420 1.76200 -0.64302
N 2.67904 -1.96272 -0.57511
C -4.38194 1.28029 -0.99371
C -6.71431 -1.33048 0.43307
C 2.61549 0.78320 -1.24793
C -3.19277 -0.79429 -0.86113
C 3.44303 1.29766 -0.26746
C -0.43047 1.09799 0.22424
C 3.79130 -2.29306 0.27598
C 3.53297 -1.84154 1.71595
C 0.67707 -0.56841 1.18905
C -1.98056 1.22323 -1.73772
C 1.65600 2.94696 -1.62674
C 1.41257 -2.49855 -0.17212
C 0.93294 1.70454 2.16346
C 2.47552 3.44652 -0.62675
C 1.72837 1.59758 -1.92769
C 3.36464 2.63915 0.06590
C -3.22012 0.54948 -1.20449
C -5.50228 0.66928 -0.46434
C -4.31750 -1.40048 -0.33035
C -5.48693 -0.67994 -0.12720
C 1.04479 -2.02703 1.24968
C 2.18996 -2.39469 2.19993
C 0.03015 2.08257 1.11195
H 2.25368 -3.48516 2.22688
H -6.40275 1.24525 -0.30768
H 4.16707 0.65924 0.21192
H 4.33542 -2.20695 2.35850
H -1.35208 0.50361 -2.26873
H -6.49994 -2.33860 0.77823
H 1.97780 -2.06476 3.21994
H -7.49047 -1.38517 -0.32998
H -4.40517 2.33105 -1.24280
H 0.98295 3.61093 -2.14579
H 1.46284 -3.59456 -0.18503
H 1.76361 -0.03447 2.84721
H 3.93961 -3.38118 0.25656
H 3.53417 -0.75208 1.76276
H -2.23774 2.06214 -2.38721
H 3.98548 3.06863 0.83566
H 1.12262 1.15809 -2.70385
H 0.67306 -2.16369 -0.89729
H -7.10849 -0.74997 1.26538
H -4.28530 -2.44905 -0.07099
H 0.13824 -2.56280 1.55454
H 4.67524 -1.82071 -0.15187
H -2.28556 -1.36205 -1.00583
*
```

Summary:
**SMILES string**: Cc1ccc(Cn2nnc3c(=O)[nH]c([C@@H]4CCCN(S(=O)(=O)c5ccc(F)cc5)C4)nc32)cc1
**Frontier orbital gap**: 9.483 eV
**HOMO energy**: -9.19 eV
**ΔE to the lowest compared entry with this formula, charge and spin**: 178.3 kJ/mol
**Molar mass**: 482.54 g mol⁻¹
**Max |F|**: 0.0275 hartree/bohr

---

6.
This record from the OMol25 dataset describes 7 unconnected molecules or ions with the total composition C27H67NO7. The level of theory is the ωB97M-V functional and the def2-TZVPD basis.

```
! wB97M-V def2-TZVPD RIJCOSX def2/J DEFGRID3
* xyz 1 2
O -2.68314 -15.51896 -10.71646
O -1.46853 -24.19620 -10.87802
O -0.20629 -20.51285 -8.52436
O -0.85294 -23.12320 -8.48951
O 2.82413 -20.40114 -8.16226
O -2.50606 -20.38326 -1.34770
O -4.21428 -23.24324 -12.42472
N -1.19705 -20.30611 -1.80477
C -2.41379 -19.93206 -8.08073
C -5.34782 -22.56514 -11.97608
C -0.37401 -21.55366 -0.03106
C -4.03310 -15.87301 -11.10412
C -1.40857 -18.16570 -3.33502
C -1.12251 -23.07614 -6.19311
C -1.13915 -19.72582 -3.23542
C 1.24114 -20.22867 -1.34508
C 0.29881 -20.03223 -3.71124
C 2.66444 -19.33155 -10.31630
C 4.32469 -21.32729 -9.79905
C -4.95587 -15.52455 -9.99160
C -1.96495 -24.94750 -7.58226
C -0.53648 -25.03935 -11.50234
C -0.15399 -20.27302 -0.80314
C 0.05501 -25.99281 -10.39874
C 0.44506 -24.07900 -12.10917
C -1.35427 -20.11169 -10.43975
C -5.73115 -21.48484 -13.02264
C 1.33798 -19.46272 -2.77600
C 2.90951 -20.63812 -9.59392
C -2.07368 -20.48049 -4.25575
C -0.81969 -24.01031 -7.40076
C -4.91404 -22.01512 -10.62030
C -0.29662 -19.06988 0.12316
C -1.21759 -19.72573 -8.99791
C -3.87069 -17.38492 -11.33665
H -2.30766 -19.15203 -7.32682
H -4.51058 -22.74133 -9.91466
H -1.36682 -21.65869 0.40643
H -2.46508 -17.97642 -3.14513
H -4.01924 -21.40840 -10.75927
H -0.53661 -26.90274 -10.49930
H -6.15538 -23.27279 -11.78851
H 0.13977 -24.52121 -7.31991
H 0.13320 -18.12061 -0.19659
H -0.78585 -18.72702 -8.93249
H -1.85037 -25.62214 -6.73383
H -1.18607 -17.75727 -4.32081
H -2.14329 -22.69394 -6.19969
H -0.85103 -17.61830 -2.57502
H -2.57260 -20.97316 -7.79965
H -5.98437 -15.71418 -10.29873
H -2.07709 -16.20766 -10.99931
H 1.79264 -21.15912 -1.48002
H 0.31121 -24.10060 -13.19070
H -6.63443 -20.90412 -12.83572
H 0.49325 -23.05703 -11.73320
H -1.37369 -18.91112 0.17625
H -4.56831 -23.85486 -13.07447
H -4.78715 -17.75361 -11.79739
H 1.12964 -26.17163 -10.43486
H -5.95429 -21.90977 -14.00129
H 0.41012 -21.71102 0.70953
H -0.35081 -22.36101 -0.76301
H -2.98951 -24.58185 -7.65071
H 4.67228 -21.90415 -8.94202
H -0.00772 -25.44166 -9.46044
H -0.45038 -20.53432 -10.87845
H 1.28574 -18.37675 -2.85379
H 1.96137 -19.69247 -0.72713
H -3.39833 -19.66708 -8.46616
H 3.49353 -18.83533 -10.82075
H -3.77712 -17.91430 -10.38844
H -3.08954 -17.63948 -12.05296
H -0.47884 -22.19839 -6.25099
H -0.49834 -21.42617 -8.57070
H -0.94882 -23.67806 -9.26703
H -2.03441 -21.54030 -4.00399
H -2.01703 -23.87750 -11.59856
H -0.13193 -19.32254 1.17061
H -4.38517 -15.49121 -12.06244
H 2.32780 -19.63036 -3.20057
H 4.50073 -21.86300 -10.73186
H -1.78188 -25.62222 -8.41853
H 0.48870 -19.63454 -4.70818
H -5.83673 -21.52641 -10.30741
H -3.14530 -20.28241 -4.27762
H 2.15206 -21.38592 -9.82881
H -1.72324 -20.43701 -5.28696
H -5.11545 -20.58598 -13.05528
H 1.91288 -20.18252 -7.95389
H 1.48646 -24.37038 -12.24582
H -1.44366 -19.22935 -11.07347
H -2.12036 -20.87317 -10.58591
H -2.63685 -21.33367 -1.38240
H 2.22080 -18.57036 -9.67453
H 0.54318 -21.09089 -3.79854
H 5.05700 -20.53930 -9.62330
H 2.11931 -19.41664 -11.25635
H -4.86385 -16.22530 -9.16179
H -0.94771 -23.47866 -5.19535
H -4.91500 -14.50652 -9.60425
H -0.99300 -25.60369 -12.31550
*
```

Summary:
**Frontier orbital gap (alpha / beta)**: 8.820 / 4.802 eV
**⟨S²⟩**: 0.755
**HOMO energy (alpha / beta)**: -11.40 / -11.40 eV
**ΔE to the lowest compared entry with this formula, charge and spin**: 99.1 kJ/mol
**Molar mass**: 517.83 g mol⁻¹
**Max |F|**: 0.0810 hartree/bohr

---

7.
This record from the OMol25 dataset describes 4 unconnected molecules or ions with the total composition CH8O4. The level of theory is the ωB97M-V functional and the def2-TZVPD basis.

```
! wB97M-V def2-TZVPD RIJCOSX def2/J DEFGRID3
* xyz 0 1
O 1.39515 0.79174 -2.19558
O -1.13318 1.60978 1.30247
O -1.39990 -0.31423 -0.54035
O 0.26632 -0.56797 2.26177
C 1.26814 -0.38806 -2.35922
H -1.86653 0.13738 0.17730
H 1.06329 -0.95072 1.84714
H 0.40777 -0.79199 -2.91252
H -1.34272 -1.24596 -0.29161
H 0.69346 -0.43606 3.12396
H -1.03614 2.13899 0.48749
H -0.33561 1.10556 1.05580
H 2.01993 -1.08846 -1.95665
*
```

Summary:
**SMILES string**: C=O.O.O.O
**Frontier orbital gap**: 10.489 eV
**HOMO energy**: -10.12 eV
**ΔE to the lowest compared entry with this formula, charge and spin**: 69.4 kJ/mol
**Molar mass**: 84.07 g mol⁻¹
**Max |F|**: 0.0380 hartree/bohr